{
  "formula": "C63H55IrN4P3S2Si",
  "method": "ωB97M-V/def2-TZVPD",
  "mol_weight_da": 1245.5,
  "charge": 2,
  "spin_multiplicity": 2,
  "gap_ev": [6.47, 5.96],
  "e_above_lowest_kj_mol": 132.3,
  "homo_energy_ev": [-12.391, -12.644],
  "fmax_ev_per_a": 1.6,
  "elements": ["Ir", "C", "C", "C", "C", "C", "C", "P", "C", "C", "C", "C", "C", "C", "C", "C", "C", "C", "C", "C", "Si", "C", "C", "C", "C", "C", "C", "P", "C", "C", "C", "C", "C", "C", "C", "C", "C", "C", "C", "C", "C", "C", "C", "C", "C", "C", "P", "C", "C", "C", "C", "C", "C", "C", "C", "C", "C", "C", "C", "H", "H", "H", "H", "H", "H", "H", "H", "H", "H", "H", "H", "H", "H", "H", "H", "H", "H", "H", "H", "H", "H", "H", "H", "H", "H", "H", "H", "H", "H", "H", "H", "H", "H", "H", "H", "H", "H", "H", "H", "H", "H", "S", "C", "N", "C", "C", "C", "N", "H", "H", "H", "H", "H", "H", "H", "H", "C", "C", "C", "C", "N", "C", "S", "N", "H", "H", "H", "H", "H"],
  "xyz": [[-0.18, 0.52, -0.31], [1.46, 3.77, 4.42], [1.79, 3.57, 3.09], [1.06, 2.68, 2.32], [-0.01, 1.98, 2.88], [-0.37, 2.23, 4.21], [0.37, 3.10, 4.98], [-1.02, 0.85, 1.89], [-2.69, 1.44, 2.33], [-2.91, 2.82, 2.48], [-4.16, 3.30, 2.83], [-5.21, 2.41, 3.05], [-4.99, 1.04, 2.93], [-3.74, 0.56, 2.57], [-1.04, -0.85, 2.59], [-0.79, -1.13, 3.92], [-0.91, -2.44, 4.39], [-1.29, -3.46, 3.53], [-1.55, -3.17, 2.20], [-1.42, -1.86, 1.71], [-1.73, -1.37, -0.06], [-3.43, -0.74, -0.34], [-4.60, -1.32, 0.15], [-5.83, -0.78, -0.19], [-5.91, 0.35, -1.00], [-4.74, 0.95, -1.47], [-3.51, 0.39, -1.14], [-1.96, 1.15, -1.68], [-1.66, 0.60, -3.37], [-0.76, 1.29, -4.19], [-0.53, 0.86, -5.48], [-1.15, -0.29, -5.96], [-2.02, -1.00, -5.14], [-2.28, -0.55, -3.85], [-2.33, 2.90, -1.80], [-2.70, 3.49, -3.01], [-3.06, 4.83, -3.04], [-3.05, 5.58, -1.88], [-2.68, 5.00, -0.67], [-2.32, 3.66, -0.64], [-1.32, -2.51, -1.47], [-2.27, -3.41, -1.96], [-1.98, -4.23, -3.04], [-0.73, -4.17, -3.64], [0.22, -3.27, -3.17], [-0.10, -2.42, -2.11], [1.12, -1.31, -1.35], [2.24, -0.69, -2.63], [1.89, -0.66, -3.98], [2.82, -0.24, -4.92], [4.09, 0.16, -4.53], [4.41, 0.19, -3.17], [3.49, -0.21, -2.23], [2.09, -2.63, -0.53], [3.30, -3.08, -1.05], [3.91, -4.21, -0.51], [3.30, -4.90, 0.53], [2.09, -4.46, 1.04], [1.49, -3.33, 0.52], [2.03, 4.46, 5.03], [2.61, 4.12, 2.64], [1.32, 2.54, 1.28], [-1.26, 1.76, 4.63], [0.09, 3.28, 6.01], [-2.10, 3.52, 2.34], [-4.32, 4.36, 2.95], [-6.18, 2.78, 3.34], [-5.80, 0.35, 3.13], [-3.58, -0.50, 2.51], [-0.52, -0.35, 4.62], [-0.73, -2.65, 5.44], [-1.39, -4.47, 3.90], [-1.84, -3.97, 1.52], [-4.55, -2.19, 0.79], [-6.74, -1.24, 0.18], [-6.87, 0.77, -1.26], [-4.80, 1.83, -2.09], [-0.25, 2.17, -3.81], [0.15, 1.42, -6.12], [-0.96, -0.63, -6.97], [-2.50, -1.90, -5.51], [-2.99, -1.09, -3.24], [-2.72, 2.90, -3.92], [-3.35, 5.28, -3.98], [-3.33, 6.63, -1.91], [-2.67, 5.59, 0.24], [-2.01, 3.21, 0.28], [-3.25, -3.48, -1.49], [-2.73, -4.93, -3.41], [-0.49, -4.83, -4.46], [1.20, -3.24, -3.62], [0.91, -0.99, -4.30], [2.56, -0.25, -5.97], [4.82, 0.45, -5.27], [5.39, 0.53, -2.86], [3.73, -0.18, -1.17], [3.78, -2.57, -1.87], [4.85, -4.56, -0.92], [3.77, -5.80, 0.93], [1.61, -4.99, 1.85], [0.56, -2.98, 0.92], [2.14, -0.33, 1.38], [3.07, 0.03, 2.79], [4.39, -0.11, 2.71], [5.32, 0.09, 3.83], [4.71, 1.10, 4.79], [3.33, 0.63, 5.18], [2.54, 0.37, 3.96], [4.74, -0.46, 1.83], [6.26, 0.44, 3.43], [5.50, -0.86, 4.34], [4.65, 2.07, 4.30], [5.34, 1.20, 5.67], [2.80, 1.38, 5.77], [3.39, -0.29, 5.77], [1.55, 0.51, 3.98], [5.08, 4.46, 0.02], [4.21, 3.87, -1.05], [4.60, 3.84, -2.39], [3.72, 3.29, -3.30], [2.52, 2.81, -2.95], [2.25, 2.90, -1.66], [0.57, 2.53, -1.21], [3.02, 3.38, -0.68], [5.72, 5.24, -0.38], [5.71, 3.68, 0.45], [4.45, 4.87, 0.81], [5.55, 4.25, -2.70], [3.98, 3.23, -4.35]]
}